{
  "formula": "C6H19N5O3Rb",
  "method": "the ωB97M-V functional and the def2-TZVPD basis",
  "homo_lumo_gap_ev": 10.079,
  "energy_ha": -763.47248,
  "e_above_lowest_ev": 1.3919,
  "molar_mass_g_mol": 294.72,
  "total_charge": 1,
  "elements": ["Rb", "O", "O", "O", "N", "N", "N", "N", "N", "C", "C", "C", "C", "C", "C", "H", "H", "H", "H", "H", "H", "H", "H", "H", "H", "H", "H", "H", "H", "H", "H", "H", "H", "H"],
  "coordinates": [[-0.7368, 2.1296, 0.1755], [2.0426, 1.5099, 0.9391], [-3.0883, 0.3097, -0.1164], [-0.4561, 0.5880, -2.3772], [0.5898, -0.7544, -3.7842], [-3.1638, -0.0505, -2.3208], [0.9217, -1.0909, -1.7425], [-5.0251, -0.1036, -1.2791], [-0.3153, -0.2832, 2.0807], [2.0904, 0.3708, 1.8519], [0.3355, -0.3306, -2.5967], [-3.6887, 0.0236, -1.1605], [3.1054, 1.3664, -0.0668], [1.1740, -0.4089, 4.0011], [0.8618, 0.3654, 2.7178], [0.5838, -1.1578, -0.7930], [2.1859, -0.6097, 1.3855], [-5.3475, -0.2866, -2.2186], [3.0252, 0.3658, 2.4124], [-2.1701, 0.1147, -2.3950], [1.7174, -1.2945, 3.6716], [-5.6244, -0.1897, -0.4708], [-3.7875, -0.3806, -3.0433], [-0.9190, -0.5053, 2.8594], [2.8450, 0.5175, -0.6989], [4.0932, 1.2374, 0.3756], [3.1832, 2.2150, -0.7464], [1.3711, -1.3803, -3.9187], [1.5472, -1.7663, -2.1581], [0.5478, 1.3730, 2.9904], [1.8266, 0.1139, 4.7003], [0.1593, -0.2375, -4.5376], [0.2549, -0.5689, 4.5647], [-0.1389, -1.2014, 1.6987]],
  "atomic_forces_ev_per_a": [[-0.314, -0.333, -0.103], [1.234, -1.210, -0.542], [0.081, -0.129, 0.054], [-0.110, 0.698, 0.789], [0.515, -0.161, -4.718], [2.187, -0.620, -3.624], [2.006, -1.810, 3.977], [-1.499, -0.337, 0.817], [0.098, 0.761, -0.150], [0.101, 0.910, -0.513], [-2.316, 1.659, 0.047], [-1.504, 1.189, 3.343], [-0.765, -0.131, 0.188], [0.517, 0.636, 0.045], [-0.290, -0.897, 0.925], [0.367, -0.029, -0.161], [-0.407, -0.083, -0.927], [-0.722, -0.013, 0.758], [-0.018, 0.721, 0.446], [0.101, -0.071, -0.605], [-0.414, -0.516, 0.498], [0.117, -0.003, -0.364], [1.117, 0.177, -0.393], [-0.611, 0.193, -0.104], [0.216, -0.241, 0.080], [-0.118, -0.136, 0.287], [-0.466, 0.352, 0.452], [-0.460, 0.211, -0.741], [-0.228, -0.276, 1.119], [0.167, 0.211, -0.184], [0.196, 0.232, -0.204], [0.539, -0.231, -0.212], [0.082, -0.571, -0.147], [0.602, -0.151, -0.133]],
  "lowdin_charge": [0.98, -0.28, -0.08, -0.07, 0.19, 0.18, 0.20, 0.16, 0.01, -0.21, -0.76, -0.74, -0.07, -0.05, -0.44, 0.12, 0.12, 0.10, 0.13, 0.06, 0.09, 0.12, 0.12, 0.07, 0.07, 0.09, 0.09, 0.13, 0.13, 0.13, 0.09, 0.14, 0.08, 0.07]
}

=====

{
  "formula": "C6H19N5O3Sn",
  "method": "the ωB97M-V functional and the def2-TZVPD basis",
  "homo_lumo_gap_ev": [6.020, 9.162],
  "energy_ha": -953.56453,
  "spin_multiplicity": 2,
  "e_above_lowest_ev": 0.2386,
  "molar_mass_g_mol": 327.96,
  "total_charge": 1,
  "elements": ["Sn", "O", "O", "O", "N", "N", "N", "N", "N", "C", "C", "C", "C", "C", "C", "H", "H", "H", "H", "H", "H", "H", "H", "H", "H", "H", "H", "H", "H", "H", "H", "H", "H", "H"],
  "coordinates": [[0.7161, -1.3260, -0.5644], [1.7554, -0.8100, 2.0889], [-0.1099, -3.9162, -1.6282], [0.9519, 1.7112, -1.5534], [-1.3701, -5.5251, -2.5742], [2.2377, 0.6939, 3.5795], [-1.0592, 0.8638, 0.5958], [0.3654, -0.3943, 3.6877], [-2.3002, -3.5961, -2.0506], [-0.3482, 2.2234, -1.2626], [0.3247, 2.5975, 1.1911], [1.6386, 2.4447, -2.4896], [-1.2348, -4.3204, -2.0581], [1.4666, -0.2262, 3.0982], [-0.7763, 2.2450, 0.2134], [0.8396, 3.5197, 0.9218], [-1.6138, 2.9232, 0.3770], [-3.1940, -3.9422, -2.3691], [-1.8400, 0.9848, 1.2250], [1.1371, 1.8767, 1.2841], [3.2188, 0.5780, 3.3691], [-0.5427, 3.2314, -1.6289], [1.9778, 0.9939, 4.5082], [0.1576, -0.0541, 4.6157], [0.0094, 2.5435, 2.2330], [-2.2475, -5.6890, -3.0468], [-2.1946, -2.6111, -1.8537], [-1.1034, 1.6238, -1.7708], [-1.6195, 0.4171, -0.1159], [1.3274, 2.2877, -3.5224], [-0.5148, -6.0436, -2.7152], [1.5381, 3.5289, -2.4380], [2.6715, 2.0983, -2.4565], [-0.2646, -0.9320, 3.1097]],
  "atomic_forces_ev_per_a": [[0.143, -0.192, 0.428], [0.636, -2.188, -3.940], [-1.071, 0.271, -0.235], [-1.764, -0.229, 1.665], [-0.159, -1.259, -0.425], [2.736, 2.498, 2.102], [-1.869, -0.572, 0.072], [-5.315, -1.319, 2.124], [-3.007, 2.684, 0.240], [-0.890, 0.629, 0.181], [1.256, 0.559, 0.237], [1.253, 0.437, -1.904], [4.398, -0.072, 0.818], [1.780, 0.372, -1.496], [2.258, -1.009, 0.091], [-0.308, 0.375, 0.431], [-0.179, -0.037, -0.429], [0.211, 0.257, 0.080], [0.142, -0.442, 1.339], [-0.069, -0.434, -0.957], [-0.050, 0.317, 0.139], [0.743, 0.197, -0.329], [0.670, 0.372, -0.063], [-0.310, -0.203, -0.415], [-0.595, 0.792, -0.033], [0.609, -0.745, -0.182], [-0.236, -0.298, 0.099], [-0.034, -0.266, -0.306], [0.089, -0.196, -0.889], [-0.435, -0.625, -0.208], [-0.479, -0.215, -0.149], [0.247, 0.121, 0.914], [0.087, 0.435, 0.150], [-0.485, -0.017, 0.850]],
  "lowdin_charge": [1.17, -0.10, -0.18, -0.26, 0.18, 0.20, -0.04, 0.21, 0.18, -0.19, -0.07, -0.13, -0.72, -0.86, -0.40, 0.09, 0.15, 0.13, 0.09, 0.06, 0.14, 0.13, 0.12, 0.14, 0.08, 0.12, 0.10, 0.12, 0.01, 0.09, 0.13, 0.10, 0.10, 0.13]
}

=====

{
  "formula": "C6H19NO3",
  "method": "the ωB97M-V functional and the def2-TZVPD basis",
  "homo_lumo_gap_ev": 9.733,
  "smiles": "C[C@@H]1CCCN1C.O.O.O",
  "energy_ha": -520.48364,
  "e_above_lowest_ev": 0.0000,
  "molar_mass_g_mol": 153.22,
  "elements": ["O", "O", "O", "N", "C", "C", "C", "C", "C", "C", "H", "H", "H", "H", "H", "H", "H", "H", "H", "H", "H", "H", "H", "H", "H", "H", "H", "H", "H"],
  "coordinates": [[-2.6536, -2.6720, 0.4328], [-2.5620, -0.2117, -0.7907], [-0.6286, -0.7406, -2.6382], [0.0437, 0.2812, 0.6970], [0.6895, -1.0474, 0.6963], [0.3836, 2.3891, -0.5555], [1.0333, 1.3068, 0.3023], [-0.5668, 0.5982, 1.9838], [2.1477, 0.5560, -0.4341], [2.1122, -0.8704, 0.1573], [0.7086, -1.5152, 1.6849], [-3.5784, -2.8548, 0.5011], [1.4616, 1.8033, 1.1851], [-1.3452, -0.1401, 2.1846], [2.3514, -1.6211, -0.5941], [0.1450, 0.6403, 2.8144], [-0.3708, 2.9233, 0.0245], [-1.0956, 1.5498, 1.8996], [-0.0832, -0.6156, -1.8699], [1.9887, 0.5220, -1.5145], [0.0938, -1.7396, 0.0933], [-2.6208, -1.7871, -0.0079], [-1.8956, 0.1836, -0.2095], [-0.6147, -1.7033, -2.8249], [1.1278, 3.1163, -0.8811], [-2.1077, -0.3820, -1.6238], [3.1226, 1.0091, -0.2656], [2.8370, -0.9366, 0.9661], [-0.1234, 1.9581, -1.4135]],
  "atomic_forces_ev_per_a": [[0.913, 0.572, -0.246], [-0.637, 0.098, 0.478], [-0.319, -0.932, -1.013], [0.521, 0.147, 0.376], [-0.097, -0.310, -0.073], [-0.047, 0.042, 0.487], [0.028, 0.143, -0.551], [-0.759, -0.042, -0.491], [-0.061, -0.539, 0.221], [-0.062, 0.399, -0.162], [-0.054, 0.258, 0.120], [-0.844, -0.248, 0.105], [-0.014, -0.200, 0.134], [0.134, -0.099, 0.212], [0.143, -0.053, 0.088], [0.090, -0.040, 0.017], [-0.011, 0.068, -0.010], [0.173, 0.120, 0.116], [0.502, 0.024, 0.646], [-0.177, 0.148, -0.007], [0.022, 0.024, -0.097], [-0.104, -0.434, 0.179], [0.319, 0.034, -0.175], [0.048, 0.836, 0.216], [-0.012, 0.000, -0.087], [0.230, 0.081, -0.199], [-0.021, 0.150, -0.092], [0.029, -0.145, 0.025], [0.068, -0.102, -0.218]],
  "lowdin_charge": [-0.09, -0.07, -0.04, -0.20, -0.18, -0.05, -0.38, -0.09, -0.14, -0.15, 0.12, 0.01, 0.14, 0.09, 0.11, 0.09, 0.07, 0.09, 0.00, 0.11, 0.10, -0.02, 0.02, 0.09, 0.08, 0.01, 0.11, 0.10, 0.07]
}

=====

{
  "formula": "C6H19NO4Rb",
  "method": "the ωB97M-V functional and the def2-TZVPD basis",
  "homo_lumo_gap_ev": 6.490,
  "energy_ha": -619.52839,
  "e_above_lowest_ev": 2.2071,
  "molar_mass_g_mol": 254.69,
  "total_charge": 1,
  "elements": ["Rb", "O", "O", "O", "O", "N", "C", "C", "C", "C", "C", "C", "H", "H", "H", "H", "H", "H", "H", "H", "H", "H", "H", "H", "H", "H", "H", "H", "H", "H", "H"],
  "coordinates": [[-0.4470, -4.4412, -3.0601], [-2.4809, -8.1753, -2.7021], [1.1588, 2.8971, 3.8112], [0.3878, 1.0987, -1.6250], [-3.1931, -4.7209, -6.1740], [0.2360, 1.1744, 1.1528], [-0.4383, 1.5499, 2.4880], [1.8115, 3.0500, 5.0948], [0.6564, 0.8541, -3.0036], [0.4062, 1.7347, 3.7519], [0.9347, 2.2154, 0.4002], [1.4230, 1.7458, -0.9744], [2.1390, 0.9939, -0.6427], [0.4948, 1.7791, -3.5572], [-3.0988, -4.5447, -7.1101], [1.0528, 0.8572, 3.7594], [-1.1056, 2.3686, 2.2188], [-0.0707, 0.0787, -3.2445], [2.2130, 2.0934, 5.4291], [-0.4929, 0.9600, 0.4874], [-2.2562, -9.1057, -2.7118], [2.6981, 3.6553, 4.9061], [1.8788, 2.6001, -1.4750], [1.6789, 0.5059, -3.1498], [-0.3011, 1.7510, 4.5810], [1.2583, 3.6218, 5.8399], [-1.0158, 0.6732, 2.7813], [-4.1378, -4.7914, -6.0371], [1.7739, 2.6406, 0.9507], [-3.3961, -8.1524, -2.4227], [0.2323, 3.0329, 0.2376]],
  "atomic_forces_ev_per_a": [[-0.167, -0.129, -0.094], [0.220, 0.407, -0.039], [0.714, 0.893, 0.680], [-0.499, 0.006, -1.016], [0.320, 0.034, 0.352], [0.517, -0.358, 0.962], [0.642, -0.057, -1.817], [0.852, 0.357, -1.374], [-0.483, 0.093, 1.066], [-0.468, -0.104, -1.077], [-0.631, 1.147, 0.349], [0.388, -0.421, 2.773], [0.813, -0.157, -0.776], [-0.030, -0.137, -0.345], [0.062, 0.039, -0.279], [0.154, -0.278, 0.492], [-0.173, 0.340, 0.740], [0.113, 0.114, -0.607], [-0.423, -0.120, 0.358], [-0.495, -0.599, 0.421], [0.112, -0.265, -0.025], [0.012, 0.098, -0.164], [-0.051, -0.131, -0.415], [0.091, -0.124, -0.068], [-0.121, -0.451, 0.224], [-0.578, -0.510, -0.007], [-0.321, -0.012, -0.417], [-0.272, -0.045, 0.049], [0.083, -0.186, 0.066], [-0.267, -0.006, 0.069], [-0.114, 0.565, -0.083]],
  "lowdin_charge": [0.94, -0.06, -0.19, -0.20, -0.06, -0.06, -0.15, -0.08, -0.08, -0.27, -0.23, -0.25, 0.12, 0.09, 0.04, 0.12, 0.11, 0.08, 0.09, 0.08, 0.04, 0.08, 0.13, 0.09, 0.12, 0.09, 0.11, 0.04, 0.12, 0.04, 0.11]
}

=====

For reference, max |F| by record: 4.81 5.87 1.41 2.83 eV/Å.